[1]
Formula: C30H28NO7PS2Zn
Source: OMol25
Level of theory: the ωB97M-V functional and the def2-TZVPD basis

```
! RIJCOSX wB97M-V def2-TZVPD def2/J DEFGRID3
* xyz 0 1
C -0.93017 3.66559 4.27352
C -3.64536 -0.62204 0.42052
H 2.58132 0.47509 -1.62258
N 1.92777 -0.62557 0.02487
C -5.62570 -1.53801 -0.59568
C -1.08664 3.67016 1.86373
O 0.21130 2.25910 0.05487
C 4.00932 0.84106 -0.06382
H -6.70263 -1.64624 -0.61505
C 1.90053 -1.89550 -0.13763
C -4.85198 -2.15624 -1.57073
S -0.39645 1.25620 3.24312
C -1.40794 5.02113 1.92355
C 5.10497 1.26222 -1.04509
H 5.64786 0.41592 -1.47086
P -1.07643 -1.08155 -0.46962
C 3.33594 2.07239 0.52537
S -1.08552 3.00794 0.18353
O -1.27627 0.48620 2.34029
C -1.49353 5.69083 3.13488
H -2.86975 -2.48602 -2.31401
H -5.62961 -0.28017 1.14227
C 0.44495 -2.18400 -4.13485
H 4.69594 -1.52047 -0.81767
H 0.78132 -3.08076 -4.63913
C 3.73045 -1.36159 -1.29880
H -1.58456 5.54243 0.99464
H -3.17218 -0.00422 1.17166
H 0.87329 -0.90000 -5.79733
H 5.83211 1.90048 -0.54384
H -0.73828 1.01897 -2.32491
O -2.20960 2.11021 0.06683
H -1.74800 6.74262 3.14477
C -0.41357 0.11971 -2.83795
H -0.07402 -3.22060 -2.33071
Zn 0.31257 0.45452 0.78635
H 4.67278 1.83662 -1.86865
H 2.45913 -4.17489 1.05462
H 3.84110 -1.41910 -2.37846
C -5.02483 -0.77377 0.39316
O 2.85881 -2.43863 -0.88654
C -1.34036 -3.60889 0.75077
H -0.74510 3.11862 5.18597
C -1.25322 5.01286 4.31297
H 2.77500 2.61565 -0.23777
H 0.88750 -5.85392 1.96592
C -0.47299 -1.11198 -2.18341
C 0.06355 0.19214 -4.13753
C 0.49576 -0.95859 -4.78459
C 3.03848 -0.08281 -0.79756
C 0.90933 -2.86062 0.38767
H -1.55208 -5.48270 1.76397
H 4.09277 2.74572 0.93099
H -5.32241 -2.74250 -2.34928
O 0.97340 1.11610 2.67184
C -0.47008 -2.64924 0.24979
H 4.46142 0.25682 0.74716
C 0.50801 -4.96163 1.48696
O -1.07301 4.15216 -0.68453
C 1.39091 -4.01933 0.98215
O -0.49376 0.94121 4.63562
C -0.84429 2.98305 3.06643
C -3.47462 -2.01396 -1.54871
H -1.31508 5.51955 5.26703
C -0.85603 -4.75266 1.37242
C -2.87020 -1.25233 -0.54914
C -0.04051 -2.26268 -2.83675
H -2.40756 -3.45629 0.65813
H 0.10329 1.14942 -4.64048
H 2.65343 1.82677 1.33528
*
```

For the energy above the lowest of the compared OMol25 structures with the same formula, charge and spin, the calculation gives 0.000 eV. As for the HOMO energy: -0.3320 hartree. The calculation puts the HOMO-LUMO gap at 8.86 eV. As for the LUMO energy: -0.178 eV. The energy is -4658.61096 hartree.

---

[2]
Formula: C30H29BrN4O6PtSi
Source: OMol25
Level of theory: the ωB97M-V functional and the def2-TZVPD basis

```
! RIJCOSX wB97M-V def2-TZVPD def2/J DEFGRID3
* xyz 2 1
H -1.71288 -2.01839 -1.49107
C -1.51925 4.03687 -0.97653
H 4.74952 -0.17726 1.59601
H -1.25481 -1.47257 -5.73135
N -1.73404 1.14133 -5.74003
H -0.60902 3.82893 1.88691
C -1.27318 -4.14022 6.54603
C 0.57685 0.06166 -4.53177
C -1.45949 -1.91829 -3.62540
C -1.58781 -3.01087 4.41928
H -1.62825 4.10573 -2.05917
H 0.90683 2.93161 1.94331
O 2.38536 -0.15061 0.19462
H -1.57100 5.05290 -0.57358
C 0.54771 1.21395 -5.33121
N -0.74703 -2.36432 3.51715
H 4.02358 0.93413 -0.48306
C 1.63073 4.21465 -0.69691
C 0.42415 2.51139 -4.78599
H -3.07805 -4.89589 7.37992
C 2.91664 -1.79844 3.93511
H -1.24974 -2.97400 -3.73748
O -1.58342 0.12825 0.15676
H -0.99115 -1.95161 2.59628
C -0.76845 -3.45097 5.45101
Br 5.67399 -1.20589 4.21314
C 1.52393 -1.26638 2.04246
C -1.71277 -1.38082 -2.36656
C -0.07531 2.96946 1.46680
C 3.46814 0.03208 -0.73533
C -3.46242 -3.91793 5.50567
C -2.63433 -4.36391 6.55003
H 2.49274 3.64579 -0.33868
N 0.26397 1.62012 -1.27378
H 0.24011 3.65532 -3.02024
C -2.37180 0.53676 -0.85521
O 0.39066 -1.27271 1.38265
C 0.36847 1.50303 -2.56469
C 0.47961 0.18526 -3.17950
H 1.34559 -3.25351 5.66284
H 4.11350 -0.84375 -0.70579
C 2.66191 -0.67823 1.46773
H 3.05471 -2.21811 4.91961
Pt 0.33755 0.13241 -0.01029
H -2.36114 1.83126 -3.25069
C -2.09340 0.78620 -3.33345
H -2.37684 3.48747 -0.57680
H -4.52329 -4.11962 5.55668
C -2.95856 -3.23215 4.42011
H 0.39579 3.37127 -5.44072
C 1.65983 -1.82244 3.29969
O -1.32058 0.67429 -6.78072
O -2.07148 2.29373 -5.57015
C -1.77228 0.24184 -4.56384
C 4.01166 -1.22307 3.33558
H 0.65996 -0.91359 -4.99044
C -1.46928 -1.09822 -4.74066
H 3.01952 0.12928 -1.72113
O -3.27398 1.28462 -0.70852
H -0.64276 2.08167 1.74080
H 0.61767 1.10659 -6.40831
C -2.02686 -0.03134 -2.21986
H 0.46618 -0.68009 -2.53295
N 0.52523 -3.04700 5.12031
H -0.63741 -4.48414 7.35036
C 3.89196 -0.63858 2.06721
Si 0.05583 3.28131 -0.35109
H -3.59323 -2.89022 3.61441
C 0.33896 2.66662 -3.44284
C 0.51658 -2.40087 3.95252
H 1.81536 4.49164 -1.73522
H 1.59456 5.13656 -0.11003
*
```

As for the HOMO energy: -0.4877 hartree. The calculation puts the HOMO-LUMO gap at 4.24 eV. As for the LUMO energy: -9.029 eV. The energy is -4813.21730 hartree.

---

[3]
Formula: C30H29CeN2OPS
Source: OMol25
Level of theory: the ωB97M-V functional and the def2-TZVPD basis

```
! RIJCOSX wB97M-V def2-TZVPD def2/J DEFGRID3
* xyz 1 2
H 3.82257 -0.32516 4.69641
O 1.71428 -0.35898 -0.81393
C -5.79070 -4.83879 2.07421
H -3.02772 3.21642 1.26500
C -4.53348 -5.34013 2.56813
C 2.19548 0.73669 -0.23640
H 2.17388 4.39335 -5.83266
H -3.27798 -2.38923 -0.95446
H -2.22244 -2.81007 -3.24480
H 4.99196 5.09431 -0.97664
C -2.30396 -0.61370 1.44998
H 4.26460 2.74324 -1.81425
H 3.69530 2.16036 3.82228
H -4.43864 -6.40135 2.87225
C 3.24138 -0.88433 1.40420
H 3.75399 -2.07520 3.08356
C -5.83764 -3.57043 1.57521
C -3.40979 -4.56062 2.48636
H -3.69642 -0.53156 3.10455
H 2.97154 2.52595 1.65324
H -2.44818 -4.94928 2.86836
C -3.14814 0.04251 2.37882
H 1.96198 2.67469 -5.29398
C -1.65031 -2.83070 -2.32677
H 0.51861 -3.01382 1.05153
H 0.25620 -3.26021 -3.32187
S 0.15968 1.95321 -2.51231
C -3.52799 -3.20872 2.00092
H 2.07925 5.19539 -3.49972
C -2.81651 2.15506 1.32777
H 3.56962 4.40721 -0.16762
C -2.25800 -2.74810 -1.03653
C -1.41084 -2.90069 0.10921
H -4.85339 -1.64811 1.35124
H -3.85057 1.85111 3.25373
C 3.51626 1.26821 3.21957
N 2.27737 1.92335 -0.79247
C 2.44974 3.67563 -5.08972
H -6.72678 -5.39637 2.16489
C 3.83315 3.68873 -2.16805
C -2.07948 1.52142 0.31378
C 1.89164 4.18080 -3.71853
C -4.70254 -2.71253 1.59440
N 2.44002 3.39344 -2.55563
C -0.04021 -3.09941 0.04404
C 3.60241 -0.05129 3.68153
C 3.14412 1.52170 1.92892
C -0.25091 -3.07571 -2.38808
H 0.80557 4.03132 -3.65695
C 0.55383 -3.25522 -1.22843
H 3.38058 5.71594 -1.37633
H -1.72959 2.14697 -0.54692
C 3.58832 -1.08392 2.74000
H 4.40686 3.94629 -3.05337
C 2.91008 0.45734 1.04723
H 3.55827 3.58441 -5.03210
C 1.75400 2.41979 -1.92782
C 3.91505 4.81832 -1.09750
H -6.75560 -3.26695 1.12438
C -1.69716 0.19276 0.46173
P -1.93680 -2.31754 1.71452
H 3.15873 -1.65155 0.64827
H 1.58612 -3.46833 -1.35300
Ce -0.41376 -0.42209 -1.46060
C -3.30691 1.42419 2.39723
*
```

As for the HOMO energy (spin up / spin down): -0.3783 / -0.3782 hartree. The calculation puts the HOMO-LUMO gap (spin up / spin down) at 6.87 / 6.89 eV. As for the LUMO energy (spin up / spin down): -3.418 / -3.404 eV. The energy is -2559.78571 hartree.